<a>
Below is a cluster of 2 separate species, C4H7ClN3 in total, with properties calculated with ωB97M-V/def2-TZVPD.

Last column: Löwdin charge in e.
Element x y z (Å)
C1 -0.278 -1.203 0.507  0.0623
C2 0.449 -1.115 -0.638  -0.1561
C3 -0.799 1.188 -0.006  -0.3021
C4 -0.673 0.111 1.088  -0.0677
N1 -1.745 1.972 -0.185  0.2507
N2 0.406 1.115 -0.854  0.1147
N3 0.941 0.012 -1.135  0.0589
Cl1 3.152 0.000 0.526  0.3830
H1 -0.318 -2.169 1.029  0.1526
H2 0.885 -1.910 -1.115  0.1019
H3 -1.728 0.000 1.548  0.1778
H4 0.035 0.290 1.844  0.1182
H5 -2.113 2.477 -0.953  0.0887
H6 0.631 1.942 -1.380  0.1796
H7 4.173 0.050 -0.297  -0.1625

Charge: +1
Molar mass (g/mol): 132.57
Kohn-Sham gap (eV): 8.16

<b>
Below is a cluster of 2 separate species, C4H7ClN3 in total, with properties calculated with ωB97M-V/def2-TZVPD.

Last column: Löwdin charge in e.
Element x y z (Å)
C1 2.704 -1.060 0.699  -0.0723
C2 -2.587 0.219 -0.294  -0.5644
C3 1.289 -0.741 -0.907  -0.3434
C4 1.332 -0.592 1.218  -0.0987
N1 2.536 -1.119 -0.532  0.0469
N2 -3.042 0.438 -1.506  0.1694
N3 0.598 -0.380 0.227  0.0294
Cl1 -3.044 -0.967 0.756  0.8891
H1 3.614 -1.278 1.282  0.1226
H2 1.307 0.084 -1.580  0.1305
H3 0.909 -1.613 -1.429  0.1451
H4 1.139 -0.498 2.306  0.1179
H5 -3.718 -0.310 -1.807  0.1658
H6 -2.696 1.172 -2.144  0.1716
H7 -2.010 1.034 0.065  0.0905

Charge: +1
Molar mass (g/mol): 132.57
Kohn-Sham gap (eV): 7.55

So which one is most stable? That would be <b>, about 0.989 eV below the next structure.